Model i:
The following is a DFT calculation (ωB97M-V with the def2-TZVPD basis set) of the molecule CHF3.

Last columns: bonded neighbours and bond lengths (Å).
Positions of all 5 atoms, in Å:
1 H 0.459 0.883 0.294  C4 0.992
2 F -0.126 0.129 -1.302  C4 1.305
3 F 0.663 -1.138 0.254  C4 1.335
4 C 0.066 0.025 -0.015  H1 0.992, F2 1.305, F3 1.335, F5 1.377
5 F -1.062 0.101 0.770  C4 1.377

Computed properties:
HOMO (Eh): -0.504
HOMO-LUMO gap (eV): 14.77
Molar mass (g/mol): 70.01
LUMO level (eV): 1.06

Here is what Löwdin gives for the atomic charges, in e: H 0.1193; F 0.1566; F 0.1333; C -0.4794; F 0.0702

Model ii:
The following is a DFT calculation (ωB97M-V with the def2-TZVPD basis set) of a 2-piece molecular cluster, CHF3 overall.

Last columns: bonded neighbours and bond lengths (Å).
Positions of all 5 atoms, in Å:
1 F 0.845 -0.749 1.053  C3 1.294
2 F 0.693 -0.694 -1.015  C3 1.258
3 C 0.610 0.004 0.028  F1 1.294, F2 1.258, H4 1.168
4 H -0.374 0.626 0.130  C3 1.168
5 F -1.774 0.813 -0.196  no bonds

Computed properties:
HOMO (spin up / spin down) (Eh): -0.415 / -0.415
HOMO-LUMO gap (spin up / spin down) (eV): 8.45 / 8.44
Molar mass (g/mol): 70.01
LUMO level (spin up / spin down) (eV): -2.85 / -2.85

Here is what Löwdin gives for the atomic charges, in e: F 0.1948; F 0.2398; C -0.0590; H 0.0811; F -0.4567

In terms of stability, model i leads; the second structure lies 353.5 kJ/mol higher.